(1)
C30H33BrN2O5P3Se2Tl | the ωB97M-V functional and the def2-TZVPD basis

The geometry in ORCA input format:
```
! wB97M-V def2-TZVPD RIJCOSX def2/J DEFGRID3
* xyz 0 1
Tl -0.83881 -1.29015 1.16874
O -5.16442 3.23360 -1.23888
C -4.34469 2.25612 -0.79323
C -4.23690 1.90389 0.53986
C -3.35606 0.89614 0.90063
N -2.58742 0.27212 0.01136
C -2.70916 0.60809 -1.27342
C -3.57813 1.57582 -1.73444
C -1.90934 -0.12933 -2.31360
O -2.31006 -0.23565 -3.44177
O -0.74025 -0.65869 -1.86011
C -3.29911 0.45956 2.38260
O -4.02136 1.09442 3.14257
O -2.53700 -0.52040 2.64822
H -5.66351 3.59713 -0.49782
H -4.81509 2.37183 1.32743
H -3.65397 1.79774 -2.78897
C -0.83984 -2.82610 -3.45991
P 0.30466 -1.52021 -2.88969
C 0.48395 -0.39864 -4.30408
C 1.93080 -2.44734 -3.14812
C 1.92715 -3.65431 -2.23180
P 0.95731 -3.05688 -0.79114
C 2.26801 -2.70260 0.42807
C 0.17158 -4.54211 -0.07498
H -0.28953 -3.57380 -4.03117
H -1.60357 -2.37913 -4.08847
H -1.32853 -3.30644 -2.61394
H 0.50662 -1.02870 -5.19597
H 1.42409 0.14149 -4.21137
H -0.33509 0.30679 -4.39175
H 2.76239 -1.77387 -2.96476
H 1.90804 -2.69480 -4.21337
H 2.92743 -3.96271 -1.93036
H 1.42294 -4.50634 -2.68843
H 2.75089 -3.64194 0.70616
H 1.85782 -2.22667 1.31547
H 2.99092 -2.01953 -0.01446
H 0.89849 -5.35521 -0.06591
H -0.69885 -4.84351 -0.65806
H -0.14604 -4.32168 0.94480
Se 1.08627 0.95680 2.02357
P 1.86005 1.77696 0.18750
Se 2.00846 0.55507 -1.60989
C 0.84619 3.20986 -0.29272
C -0.51458 2.98252 -0.49538
C -1.34493 4.01908 -0.88433
C -0.82208 5.29466 -1.07243
C 0.52969 5.52274 -0.87672
C 1.36741 4.48264 -0.48816
C 3.50893 2.44138 0.59322
C 3.60737 3.39975 1.60417
C 4.84883 3.83316 2.03570
C 6.00449 3.30164 1.47568
C 5.91108 2.34986 0.47292
C 4.66589 1.92053 0.02881
H -0.91384 1.98798 -0.33326
H -2.40131 3.83679 -1.03838
H -1.47179 6.10842 -1.36901
H 0.93845 6.51423 -1.02775
H 2.42486 4.66488 -0.35334
H 2.70850 3.79201 2.06378
H 4.91606 4.57610 2.82002
H 6.97549 3.62692 1.82684
H 6.81018 1.93757 0.03194
H 4.58787 1.18737 -0.76331
Br -5.22287 -3.76651 4.02851
C -3.37706 -3.45720 4.26316
C -2.88186 -3.01688 5.47446
C -1.51986 -2.78959 5.57322
C -0.72382 -3.00517 4.46105
N -1.20469 -3.43034 3.29285
C -2.51307 -3.65084 3.20071
H -3.54520 -2.84478 6.31046
H -1.08462 -2.43292 6.49680
H 0.34231 -2.80916 4.49589
H -2.89323 -3.97357 2.23749
*
```

Properties
- energy relative to the best compared isomer or geometry (same formula, charge and spin) (kJ/mol) = 149.1
- Kohn-Sham gap (eV) = 6.72
- HOMO (Ha) = -0.2653
- DFT total energy (Ha) = -10222.21753

---

(2)
C3H4N2OS | the ωB97M-V functional and the def2-TZVPD basis

The geometry in ORCA input format:
```
! wB97M-V def2-TZVPD RIJCOSX def2/J DEFGRID3
* xyz 0 1
C 1.22654 2.43870 0.16780
N 0.59082 1.30856 0.08795
N -0.27625 1.33912 -1.09146
C -0.88908 0.21079 -1.27224
S -0.41420 -1.37933 -0.60345
C -0.35417 -0.94826 1.31356
O 0.50719 -1.66145 1.97682
H 2.10615 2.80475 0.71846
H 1.05903 3.37952 -0.62698
H -1.66285 0.33753 -2.10316
H -1.03424 0.09796 1.62212
*
```

Properties
- structure (SMILES) = C=N/N=C\SC=O
- energy relative to the best compared isomer or geometry (same formula, charge and spin) (kJ/mol) = 468.0
- Kohn-Sham gap (eV) = 9.31
- HOMO (Ha) = -0.3546
- DFT total energy (Ha) = -699.49388

---

(3)
C4H9N2 | the ωB97M-V functional and the def2-TZVPD basis

The geometry in ORCA input format:
```
! wB97M-V def2-TZVPD RIJCOSX def2/J DEFGRID3
* xyz 1 1
C 2.14956 0.37515 1.04460
C -0.69909 -0.30842 0.15856
C -0.70090 -1.59578 0.79415
C -0.67494 1.49568 -1.40654
N 1.38828 1.03269 0.37592
N -1.19427 0.21621 -0.87010
H 3.21058 0.62682 1.28589
H 1.69863 -0.54588 1.51402
H -0.65215 -2.54251 0.20761
H -1.49954 -1.77194 1.54964
H 0.21494 -1.84420 1.28521
H -1.47996 2.01945 -1.96889
H 0.27876 1.17858 -2.04753
H -0.24500 2.05280 -0.50766
H -1.79490 -0.38867 -1.41488
*
```

Properties
- energy relative to the best compared isomer or geometry (same formula, charge and spin) (kJ/mol) = 565.9
- Kohn-Sham gap (spin up / spin down) (eV) = 9.44 / 8.54
- HOMO (spin up / spin down) (Ha) = -0.5304 / -0.5174
- DFT total energy (Ha) = -266.88374

---

(4)
C6H13NOS | the ωB97M-V functional and the def2-TZVPD basis

The geometry in ORCA input format:
```
! wB97M-V def2-TZVPD RIJCOSX def2/J DEFGRID3
* xyz 0 1
C 3.40912 -1.07169 -0.47881
C 2.69182 -0.78460 0.56744
C -2.15539 -0.84012 0.66652
C -1.38397 1.70410 0.43310
C -0.90774 0.01877 -1.54334
C -1.18805 0.19500 -0.00679
N -0.01281 -0.17217 0.80192
O 1.83304 1.15058 -0.94629
S 1.70644 0.73701 0.44579
H 4.04338 -2.04153 -0.45720
H 3.31349 -0.47801 -1.27459
H 2.44823 -1.38723 1.53316
H -1.84794 -1.75373 0.31827
H -2.15233 -0.66200 1.68553
H -3.14150 -0.68892 0.27349
H -1.42214 1.63175 1.44895
H -2.24264 2.11469 0.18255
H -0.43534 2.30281 -0.00507
H -1.84198 0.33179 -2.04626
H -0.13290 0.58797 -1.78371
H -0.52790 -1.05881 -1.56515
H -0.05291 0.16433 1.75050
*
```

Properties
- energy relative to the best compared isomer or geometry (same formula, charge and spin) (kJ/mol) = 463.4
- Kohn-Sham gap (eV) = 9.30
- HOMO (Ha) = -0.3142
- DFT total energy (Ha) = -764.44079

---

(5)
C2H3BrI2 | the ωB97M-V functional and the def2-TZVPD basis

The geometry in ORCA input format:
```
! wB97M-V def2-TZVPD RIJCOSX def2/J DEFGRID3
* xyz 0 1
C -0.28844 0.59278 -0.75160
C 1.48596 0.21205 0.50188
Br 1.90337 -1.64139 0.15357
I -1.40687 2.15874 0.11415
I 2.82995 1.71272 -0.10134
H 0.30226 1.15655 -1.55171
H -0.62275 -0.36572 -0.94361
H 1.23485 0.35648 1.61737
*
```

Properties
- energy relative to the best compared isomer or geometry (same formula, charge and spin) (kJ/mol) = 210.7
- Kohn-Sham gap (eV) = 8.66
- HOMO (Ha) = -0.3264
- DFT total energy (Ha) = -3247.30244

---

(6)
C4H4N2O3S | the ωB97M-V functional and the def2-TZVPD basis

The geometry in ORCA input format:
```
! wB97M-V def2-TZVPD RIJCOSX def2/J DEFGRID3
* xyz 0 1
C -1.82259 0.95238 -0.27397
C -1.88743 -0.06127 0.55200
C -0.81661 1.44824 -1.10372
C 0.16679 -1.16818 0.95716
N 0.05256 1.79517 -1.74672
N 0.81482 -0.20818 0.50943
O 2.35194 0.20298 -1.22785
O 2.78127 -1.76942 0.30922
O -1.10772 -1.11473 0.88274
S 2.50590 -0.35571 0.26017
H -2.73481 1.54448 -0.33204
H -2.60963 -0.02829 1.26370
H 0.62494 -2.13518 1.21874
H 1.68055 0.89772 -1.26886
*
```

Properties
- energy relative to the best compared isomer or geometry (same formula, charge and spin) (kJ/mol) = 228.2
- Kohn-Sham gap (eV) = 9.47
- HOMO (Ha) = -0.3547
- DFT total energy (Ha) = -888.14415

---

(7)
C12H14F8N4OS | the ωB97M-V functional and the def2-TZVPD basis

The geometry in ORCA input format:
```
! wB97M-V def2-TZVPD RIJCOSX def2/J DEFGRID3
* xyz 0 1
C 5.58123 -2.36384 2.02977
C 4.39391 -1.49743 1.36787
S 3.85924 -2.41977 -0.16281
C 4.29281 -1.23100 -1.54987
C 3.16729 -0.09096 -1.47573
N 1.99009 -0.40888 -2.11115
N 1.05438 0.50287 -2.01144
C 1.41504 1.61604 -1.28900
C 0.25123 2.70669 -1.12050
C -0.52960 2.28853 0.21289
O -1.96554 2.46756 0.10456
C -2.52773 1.81544 1.25720
C -3.19314 0.39753 0.88906
F -4.04668 0.10549 1.98299
F -2.20149 -0.60305 0.79938
C -4.05303 0.50336 -0.43825
F -4.75629 1.72690 -0.34366
F -3.31110 0.57508 -1.60147
C -5.16147 -0.62806 -0.62449
F -6.40423 -0.25213 -0.13769
F -5.32718 -0.78592 -2.01941
C -4.76921 -2.05914 -0.06892
F -5.87719 -2.89900 -0.34990
F -3.68253 -2.63612 -0.73087
N 2.60338 1.95168 -0.68917
N 3.54173 1.03813 -0.78899
H 5.15369 -3.39244 2.25677
H 6.35157 -2.49826 1.20076
H 6.00978 -1.88347 2.95790
H 3.54854 -1.29153 2.08597
H 4.79398 -0.48651 1.03535
H 5.31781 -0.78265 -1.36401
H 4.21016 -1.77209 -2.53541
H -0.40161 2.73349 -2.03874
H 0.71226 3.74532 -1.01983
H -0.36023 1.16073 0.32074
H -0.06586 2.77023 1.12688
H -3.29844 2.43366 1.80178
H -1.69610 1.56222 1.99653
H -4.61944 -2.11872 1.04494
*
```

Properties
- structure (SMILES) = CCSCc1nnc(CCOCC(F)(F)C(F)(F)C(F)(F)C(F)F)nn1
- energy relative to the best compared isomer or geometry (same formula, charge and spin) (kJ/mol) = 206.2
- Kohn-Sham gap (eV) = 7.94
- HOMO (Ha) = -0.3292
- DFT total energy (Ha) = -1956.87784

---

(8)
C7H14Cl2InNO3 | the ωB97M-V functional and the def2-TZVPD basis

The geometry in ORCA input format:
```
! wB97M-V def2-TZVPD RIJCOSX def2/J DEFGRID3
* xyz -2 1
C 0.48820 -3.09976 1.05164
C 0.32251 -1.59566 0.85844
Cl 0.58782 -1.18374 -0.89028
C -1.05229 -1.09282 1.26398
Cl -1.07755 -1.15632 3.07184
In -2.86686 -2.19286 0.31592
C -3.12435 -4.26366 1.20132
O -2.61503 -5.20909 0.54452
O -3.75654 -4.34890 2.28120
H 1.53704 -3.36313 1.21648
H -0.08796 -3.40876 1.91973
H 0.11886 -3.63443 0.17937
H 1.12524 -1.04915 1.36278
H -1.11070 -0.03088 1.02091
H -2.62626 -2.23456 -1.47032
H -4.27404 -1.12644 0.67341
C 0.32108 3.55128 -0.38836
O 0.06876 3.02938 0.67142
N 1.41310 3.27953 -1.14196
C 1.69916 4.00059 -2.35654
C 2.32182 2.23011 -0.70490
H -0.32863 4.32421 -0.84241
H 1.73003 3.32453 -3.21540
H 2.66206 4.51661 -2.28725
H 0.92078 4.74220 -2.53056
H 1.84586 1.24919 -0.75813
H 2.64862 2.41677 0.31875
H 3.18642 2.22175 -1.36725
*
```

Properties
- Kohn-Sham gap (eV) = 2.82
- HOMO (Ha) = 0.0432
- DFT total energy (Ha) = -1666.03440

---

(9)
C32H28F13INO24 | the ωB97M-V functional and the def2-TZVPD basis

The geometry in ORCA input format:
```
! wB97M-V def2-TZVPD RIJCOSX def2/J DEFGRID3
* xyz 1 1
O 4.78684 -1.93253 -1.03206
C 3.71506 -1.44498 -0.91645
O 2.69743 -2.25006 -0.41442
O 2.11493 -1.67667 0.72928
C 3.51919 0.03225 -1.37335
C 2.25736 0.36816 -2.08139
C 2.09249 1.72282 -2.54970
C 0.81715 2.13801 -3.33767
C -0.12605 2.95724 -2.36176
C 0.18305 2.75075 -0.85154
F -0.08816 1.58518 -0.15943
C 0.71763 3.73098 -0.10401
F 0.47694 5.01540 -0.42888
F 1.46041 3.48735 0.98884
N 3.06533 2.65399 -2.33938
C 4.23364 2.39699 -1.68494
C 5.24901 3.57456 -1.56337
F 4.78588 4.71740 -2.10848
F 5.68616 3.76769 -0.31536
F 6.33994 3.20987 -2.30984
C 4.53051 1.07232 -1.15527
I 6.37320 0.66545 -0.11609
H 1.47757 -1.02654 0.37364
H 1.46962 -0.38236 -2.28488
H 0.30533 1.19638 -3.62926
H 1.05080 2.77715 -4.22443
H -0.07320 4.06338 -2.52372
H -1.18943 2.65110 -2.51628
H 2.88942 3.58183 -2.72481
C -0.59983 2.36794 2.74931
C 0.42253 2.06293 3.80686
O -0.19242 2.54908 4.98807
C -1.53420 2.43611 4.78306
O -2.34600 2.49383 5.63961
O -1.82549 2.24220 3.46732
F 1.57283 2.75882 3.59396
H -0.50857 3.38583 2.36243
H -0.56281 1.67281 1.91726
H 0.64926 1.00892 3.92134
C -4.70527 2.94027 -0.51936
C -4.83009 4.33850 -1.04929
O -3.76603 4.41565 -1.98626
C -3.58574 3.14767 -2.44317
O -2.96981 2.87022 -3.42205
O -4.19601 2.23675 -1.65309
F -4.61957 5.25317 -0.07478
H -3.99266 2.86539 0.30513
H -5.65898 2.52813 -0.19597
H -5.77667 4.54837 -1.55201
C 0.22051 -3.85734 -5.70095
C -0.64131 -3.34875 -4.58759
O 0.23503 -2.46395 -3.88299
C 1.11104 -1.99997 -4.83373
O 1.82588 -1.05749 -4.70422
O 1.07312 -2.74968 -5.95266
F -1.01327 -4.37954 -3.77741
H 0.82098 -4.72006 -5.40453
H -0.35327 -4.11691 -6.58868
H -1.52624 -2.79622 -4.91360
C 6.68917 -4.51685 -4.04762
C 6.09191 -3.75405 -5.19292
O 4.73555 -4.15251 -5.16193
C 4.46208 -4.44695 -3.85847
O 3.37592 -4.55581 -3.41369
O 5.59603 -4.58887 -3.13122
F 6.63193 -4.13740 -6.37317
H 6.99565 -5.52695 -4.32710
H 7.54033 -4.00281 -3.60438
H 6.15733 -2.66766 -5.09485
C -2.61594 -3.28377 -1.19632
C -3.82575 -4.18144 -1.15488
O -4.80122 -3.36515 -0.53394
C -4.47511 -2.07841 -0.85549
O -5.20327 -1.16002 -0.73609
O -3.20536 -1.99147 -1.34112
F -3.61545 -5.27833 -0.37652
H -2.03265 -3.31324 -0.27188
H -1.95681 -3.51383 -2.03072
H -4.18307 -4.50037 -2.13660
C -2.21731 -5.66082 2.37738
C -3.07494 -5.21304 3.52153
O -2.18504 -4.41184 4.28206
C -1.29940 -3.89872 3.39081
O -0.58216 -2.98531 3.61413
O -1.33696 -4.55324 2.20746
F -3.47178 -6.26134 4.27557
H -1.63493 -6.55389 2.61308
H -2.79038 -5.84570 1.47537
H -3.94539 -4.62021 3.22986
C -2.43955 4.76886 8.28448
C -1.42358 4.46556 9.34568
O -2.03943 4.95231 10.52281
C -3.38514 4.84012 10.31308
O -4.19730 4.90004 11.16555
O -3.66915 4.64322 8.99701
F -0.27406 5.15733 9.13764
H -2.34867 5.78563 7.89480
H -2.39430 4.06799 7.45142
H -1.19684 3.40318 9.46221
*
```

Properties
- Kohn-Sham gap (eV) = 6.95
- HOMO (Ha) = -0.4464
- DFT total energy (Ha) = -4692.32962

---

(10)
C4H12NO2 | the ωB97M-V functional and the def2-TZVPD basis

The geometry in ORCA input format:
```
! wB97M-V def2-TZVPD RIJCOSX def2/J DEFGRID3
* xyz 0 2
C -2.51114 0.55901 0.27126
C -1.20233 -0.07079 -0.22644
C -0.08908 0.06359 0.84351
N -0.90939 0.47041 -1.58025
C -0.69452 1.92296 -1.66121
O 0.34520 2.43625 -0.99099
H -2.34255 1.59855 0.54147
H -2.75907 0.03987 1.17988
H -3.28520 0.41531 -0.48239
H -1.38147 -1.10964 -0.46032
H -0.42018 0.62487 1.71565
H 0.71866 0.59046 0.33968
H 0.31411 -0.87914 1.17511
H 0.01406 0.14744 -1.85777
H -1.65579 2.42313 -1.45664
H -0.48585 2.13920 -2.71920
H 5.39994 -4.42612 2.28622
H 5.51081 -3.00199 1.62686
O 5.43378 -3.94337 1.45558
*
```

Properties
- energy relative to the best compared isomer or geometry (same formula, charge and spin) (kJ/mol) = 52.4
- Kohn-Sham gap (spin up / spin down) (eV) = 10.42 / 7.80
- HOMO (spin up / spin down) (Ha) = -0.3495 / -0.3451
- DFT total energy (Ha) = -364.73985

---

(11)
C5H15N2S | the ωB97M-V functional and the def2-TZVPD basis

The geometry in ORCA input format:
```
! wB97M-V def2-TZVPD RIJCOSX def2/J DEFGRID3
* xyz 1 1
N -0.39845 -1.26758 -3.44908
C -0.92580 -0.46257 -2.25381
C -0.08002 -0.84213 -1.00222
N -0.04359 0.35344 -0.17528
C 1.12166 0.42227 0.70811
C 0.89017 1.36779 1.87491
C 0.25134 0.67234 3.07250
S -1.56269 0.27224 2.84886
H 0.54691 -0.98233 -3.69982
H -0.39281 -2.24561 -3.18276
H -0.92010 -1.16545 -4.31835
H -0.79099 0.57041 -2.53700
H -1.91899 -0.81419 -2.00269
H 0.91897 -1.16101 -1.32099
H -0.47884 -1.70642 -0.46264
H -0.87437 0.37353 0.42408
H 1.97397 0.81925 0.14364
H 1.41651 -0.55543 1.10870
H 1.88900 1.64737 2.25215
H 0.49951 2.36076 1.66901
H 0.59161 -0.35540 3.18833
H 0.31715 1.19959 4.01652
H -2.03012 1.49915 3.09781
*
```

Properties
- structure (SMILES) = [NH3+]CCNCCCS
- energy relative to the best compared isomer or geometry (same formula, charge and spin) (kJ/mol) = 118.8
- Kohn-Sham gap (eV) = 7.96
- HOMO (Ha) = -0.4289
- DFT total energy (Ha) = -706.93136

---

(12)
C4H6N5O6 | the ωB97M-V functional and the def2-TZVPD basis

The geometry in ORCA input format:
```
! wB97M-V def2-TZVPD RIJCOSX def2/J DEFGRID3
* xyz 1 1
C 0.28501 1.14105 -0.90994
N 0.84436 0.07373 -0.10462
C 0.13059 -0.77786 0.61081
N -1.18813 -0.81469 0.60448
N 0.87641 -1.63918 1.35892
C 2.23703 -1.51001 1.22222
O 3.13711 -2.09333 1.69643
C 2.28249 -0.08707 0.01855
O 2.82704 -0.42051 -1.16822
N 4.04635 -1.36196 -1.10547
O 4.53047 -1.46208 -2.13011
O 2.76790 1.04101 0.63994
N 4.24660 1.41337 0.60716
O 4.92351 0.62117 0.09212
O 4.39433 2.43593 1.11597
H -0.38530 1.76001 -0.31300
H 1.10606 1.76241 -1.25786
H -0.23147 0.73328 -1.77904
H -1.71764 -0.17781 0.02670
H -1.70665 -1.47305 1.16575
H 0.46321 -2.34141 1.96503
*
```

Properties
- structure (SMILES) = CN1C(=[NH2+])NC(=O)[C@]1(ON=O)O[N+](=O)[O-]
- energy relative to the best compared isomer or geometry (same formula, charge and spin) (kJ/mol) = 0.0
- Kohn-Sham gap (eV) = 9.80
- HOMO (Ha) = -0.4999
- DFT total energy (Ha) = -880.77747

---

> DFT total energy of number 6 (C4H4N2O3S)?

-888.14415 Ha

---

> DFT total energy of number 3 (C4H9N2)?

-266.88374 Ha